Record 1
The following is a DFT calculation (ωB97M-V/def2-TZVPD) of C51H51N9O2 as an isolated structure.

Geometry as XYZ:
```
113
Properties=species:S:1:pos:R:3:forces:R:3
N 3.18017 -3.47714 3.89850 -2.75 2.26 -0.57
C 4.10517 -3.14414 4.78850 -7.05 6.47 0.35
C 3.99117 -2.08214 5.75850 -1.42 0.76 -0.06
C 2.75117 -1.32514 5.79850 1.91 -3.24 -1.57
C 1.76217 -1.62414 4.85750 -0.46 -0.98 -0.84
C 2.01417 -2.62614 3.87450 2.50 0.38 2.35
H 4.81017 -3.68414 5.06950 6.53 -5.59 0.96
H 4.84217 -1.98014 6.52950 -1.65 0.02 -1.32
H 2.39617 -0.75914 6.57450 0.06 1.79 1.95
H 0.68517 -1.18114 4.94050 2.31 -0.63 -0.29
H 1.20617 -2.62414 3.17850 0.08 -1.38 -1.06
N 0.18217 0.06486 -0.81050 1.29 -2.34 0.36
C -0.47083 1.19086 -0.84450 1.59 -1.28 6.54
C -0.58683 1.98486 0.25850 0.47 3.68 1.01
C 0.00917 1.59186 1.46250 -0.68 -3.60 -1.99
C 0.61217 0.28086 1.56350 -3.80 5.52 -7.71
C 0.73717 -0.31714 0.31650 2.01 -4.00 2.73
H -0.54583 1.38186 -1.75250 -2.30 2.98 -7.97
H -0.85383 3.10486 0.12850 -0.16 -2.11 0.19
H -0.15583 2.04986 2.36650 -0.10 1.78 1.74
H 0.89917 0.16086 2.45650 2.91 -2.45 6.32
H 1.39517 -1.29414 0.41950 -1.45 1.69 -1.25
N 2.34717 -2.16314 -2.19950 1.84 -0.15 -2.43
C 3.23717 -3.14914 -1.94950 -0.75 0.73 -1.47
C 3.93517 -3.82514 -2.99250 0.16 1.10 1.95
C 4.01417 -3.30214 -4.24150 -6.87 5.06 7.56
C 3.16517 -2.22314 -4.58150 -1.21 -0.82 3.15
C 2.34217 -1.76214 -3.56350 -2.50 1.13 1.97
H 3.42417 -3.44314 -0.91950 -0.51 -0.06 -0.08
H 4.46317 -4.66914 -2.62850 0.77 -0.75 -0.27
H 4.45117 -3.63914 -4.93950 6.38 -5.20 -9.01
H 2.78317 -2.03414 -5.53650 0.51 0.66 -1.63
H 1.45217 -0.99614 -3.76750 2.17 -1.66 0.31
N -0.92683 2.16686 -4.54250 -0.10 -2.58 -1.49
C -1.15783 0.80386 -4.69650 -1.84 2.31 0.24
C -2.34483 0.14886 -4.41950 -1.06 0.36 0.00
C -3.28483 0.98786 -3.80450 -0.85 1.37 -0.17
C -3.11483 2.38386 -3.69650 -1.66 0.72 0.57
C -1.97083 2.93686 -4.23250 1.97 -1.21 2.74
H -0.52083 0.17286 -5.19050 2.70 -0.74 -0.93
H -2.56683 -0.92714 -4.76850 0.54 1.85 1.07
H -4.25083 0.69886 -3.48150 -0.68 -1.05 0.36
H -3.85583 3.15886 -3.15250 1.45 -2.35 -1.39
H -1.61083 3.85986 -3.82150 -0.43 1.24 -0.80
N -5.22683 1.56586 2.69850 -1.63 -0.40 -1.58
C -4.20783 2.17486 1.99950 -11.63 -4.30 -8.28
C -4.23383 2.21986 0.53950 -0.39 0.01 2.57
C -5.40383 1.82586 -0.14250 0.96 0.37 -3.07
C -6.39583 1.24786 0.55550 -3.32 -1.73 3.39
C -6.32983 1.08286 1.97750 2.75 1.33 -0.95
H -3.47783 2.31486 2.50350 9.31 2.41 6.03
H -3.27983 2.48686 0.12750 -0.05 0.37 -0.81
H -5.64183 1.82986 -1.30750 1.38 0.34 2.47
H -7.38883 0.80586 0.20050 1.76 0.91 -0.40
H -7.15983 0.48386 2.39750 0.91 0.68 0.57
N 1.18717 1.45686 6.20950 1.47 -1.39 1.40
C 2.28117 2.19386 6.48450 -0.28 1.59 -1.66
C 2.36017 3.53186 5.94250 0.16 0.24 1.57
C 1.27017 4.01586 5.26750 -1.66 1.99 -1.16
C 0.16217 3.16586 5.00750 -1.21 1.64 -1.88
C 0.15517 1.88186 5.49650 0.28 1.51 -0.45
H 3.19917 1.82086 7.02950 -1.61 -0.12 -0.49
H 3.09717 4.34486 6.20250 -0.25 -1.63 -0.18
H 1.22217 5.17286 4.97250 0.16 -2.87 0.47
H -0.74983 3.47186 4.31750 2.05 -0.26 1.70
H -0.75983 1.32786 5.23750 0.80 -0.64 0.68
N 1.74917 -4.67414 0.57750 -0.20 -1.87 0.23
C 0.67417 -4.73014 -0.24250 1.22 5.75 -0.73
C -0.27383 -5.71514 -0.28950 -0.11 -0.57 0.60
C -0.03383 -6.80414 0.53550 0.55 -2.47 0.42
C 1.17217 -6.92414 1.26050 1.83 -0.67 3.09
C 2.04617 -5.77114 1.33350 -0.63 0.86 0.08
H 0.63817 -3.49814 -0.78350 -0.50 -4.35 1.14
H -1.21083 -5.70314 -0.82550 0.15 0.48 -0.31
H -0.76283 -7.67914 0.54050 1.01 1.33 0.09
H 1.50717 -7.88214 2.08350 -1.48 2.89 -2.93
H 2.92217 -5.51914 2.08650 -1.85 -1.28 -1.58
N -1.34683 5.19386 -0.99650 -3.52 -0.70 1.16
C -0.25983 5.89386 -0.93150 0.41 1.40 -0.24
C -0.24583 7.27586 -0.92550 2.99 2.09 0.01
C -1.39683 7.97786 -0.77750 -3.16 0.06 -0.10
C -2.65783 7.28686 -0.67550 2.82 -2.83 -0.46
C -2.57483 5.81886 -0.78650 7.58 6.73 -0.17
H 0.70117 5.44286 -0.92950 0.56 -1.02 -0.29
H 0.77917 7.87786 -1.05850 -2.38 -1.60 0.43
H -1.46783 9.06086 -0.82750 0.43 -0.09 0.11
H -3.59583 7.81486 -0.64550 -0.13 -0.05 0.21
H -3.42183 5.40886 -0.92350 -5.63 -4.02 -0.68
N 5.81917 1.16286 -0.83650 2.11 0.76 -0.83
C 5.76117 2.44886 -0.61550 -0.15 3.03 -0.20
C 4.42917 3.13086 -0.35450 4.84 -10.52 -3.84
C 3.30717 2.41986 -0.54650 -1.70 -1.24 0.06
C 3.46317 1.03286 -0.93350 -0.99 1.65 -1.26
C 4.72717 0.49486 -1.11250 -2.87 -2.63 1.52
H 6.83917 3.10986 -0.82050 -3.31 -1.94 1.23
H 4.32717 3.97386 -0.05050 -0.40 10.42 3.41
H 2.32517 3.02086 -0.33950 1.55 -1.84 -0.60
H 2.62017 0.48686 -1.35550 0.07 -0.09 0.63
H 4.67617 -0.67514 -1.23050 0.90 2.38 -0.20
C -1.62283 -4.08414 -3.47550 0.38 3.60 4.20
C -1.74383 -3.02814 -2.35850 -4.52 -2.55 -2.30
C -3.09183 -2.68214 -1.81750 5.14 -0.83 -1.97
C -4.12683 -3.50714 -2.31850 2.90 0.81 -0.28
C -4.03283 -4.45814 -3.30150 2.49 -0.67 -1.03
C -2.75683 -4.75014 -3.91350 0.03 2.41 1.97
O -2.60183 -5.47714 -4.99750 -0.46 -2.83 -2.38
O -3.18683 -1.63514 -0.92950 -0.72 0.47 0.65
H -0.56083 -4.21014 -3.81750 -1.40 -0.22 -0.06
H -0.91883 -2.48214 -2.02250 1.32 0.69 0.33
H -5.02283 -3.63814 -1.92050 -4.01 0.85 2.31
H -4.95483 -4.99914 -3.50650 0.48 -0.11 -0.36
H -1.84483 -6.09314 -4.96550 -0.49 0.69 0.17
H -2.42383 -1.01314 -0.68250 -1.01 -2.12 -1.33
```
Positions in Å, forces in eV/Å.

Calculated values
Energy above the lowest of the compared OMol25 structures with the same formula, charge and spin in eV: 5.301
HOMO level in eV: -7.86
Kohn-Sham gap in Ha: 0.30213
Total energy in a.u.: -2616.57939

***

Record 2
The following is a DFT calculation (ωB97M-V/def2-TZVPD) of a 8-piece molecular cluster, C51H51NO4 overall.

Geometry as XYZ:
```
107
Properties=species:S:1:pos:R:3:forces:R:3
C 0.30369 1.28301 1.76312 0.58 0.21 -0.44
C -0.18017 0.33018 1.22127 -0.09 -0.16 -0.02
C -0.86063 -0.86506 0.72702 -0.25 0.18 0.33
C -0.79817 -1.98052 1.77962 0.01 0.08 -0.15
C 0.50685 -2.77857 1.86626 -0.58 -0.10 -0.01
C 0.43079 -4.16304 1.24129 1.20 0.50 0.20
O 1.46638 -4.91987 1.90795 0.02 -0.13 0.08
C 1.97272 -5.85460 1.08556 -0.12 0.16 0.43
O 2.74059 -6.70012 1.38317 -0.04 -0.05 -0.17
O 1.42151 -5.67274 -0.15055 0.21 0.06 -0.44
C 0.80348 -4.40787 -0.22824 -0.44 -1.54 0.15
O 1.71837 -3.44526 -0.78694 -0.39 0.12 -0.12
C 2.61594 -3.97675 -1.57336 -0.03 0.03 1.32
N 3.52746 -4.53131 -1.99443 0.31 0.03 -0.93
H 0.91075 2.11652 2.03351 -0.23 0.02 0.24
H -1.91042 -0.59529 0.59771 -0.06 -0.02 -0.18
H -0.48420 -1.16468 -0.25058 0.13 -0.08 -0.03
H -0.96486 -1.50195 2.74128 -0.09 0.01 0.08
H -1.64790 -2.64844 1.62719 0.02 -0.17 -0.02
H 1.37891 -2.23520 1.50779 -0.01 0.10 -0.16
H 0.68826 -2.98315 2.91847 0.12 -0.03 0.08
H -0.51159 -4.66217 1.46034 -0.21 0.07 -0.16
H -0.03135 -4.59774 -0.89812 -0.12 0.69 -0.15
C -2.86918 -5.96045 -2.15514 0.04 0.02 0.03
C -3.20105 -4.69370 -1.69516 0.07 0.00 -0.06
C -4.23169 -3.98236 -2.29468 0.03 0.04 0.00
C -4.92995 -4.53887 -3.35634 -0.01 -0.01 0.00
C -4.59516 -5.80393 -3.81991 0.00 0.00 0.01
C -3.56596 -6.51501 -3.21955 0.00 -0.01 -0.01
H -2.06815 -6.51781 -1.68501 0.00 -0.02 0.00
H -2.65486 -4.25890 -0.86540 -0.03 0.01 0.02
H -4.49185 -2.99508 -1.93384 0.00 0.00 0.00
H -5.73514 -3.98662 -3.82274 0.00 0.01 0.00
H -5.13734 -6.23604 -4.65068 -0.01 0.00 0.00
H -3.30608 -7.50133 -3.58059 0.00 0.00 0.00
C 3.32229 2.13143 -0.98797 0.02 -0.01 -0.03
C 4.66533 2.07840 -0.64164 0.00 -0.02 0.00
C 5.31634 0.85312 -0.56660 0.01 0.04 0.02
C 4.62319 -0.31951 -0.83096 0.00 0.02 0.03
C 3.27761 -0.26291 -1.16828 0.10 -0.18 0.02
C 2.63143 0.95696 -1.25380 -0.13 0.13 0.00
H 2.81518 3.08605 -1.05244 0.00 0.00 0.02
H 5.20659 2.99208 -0.43180 0.00 0.00 0.00
H 6.36479 0.81189 -0.29968 0.00 0.00 0.01
H 5.12938 -1.27519 -0.77234 0.00 0.00 0.00
H 2.73362 -1.17868 -1.35635 -0.02 0.02 -0.06
H 1.58334 0.99101 -1.52494 0.00 0.02 0.02
C -1.64632 4.03638 -0.59521 -0.01 0.00 0.01
C -2.17092 5.32130 -0.57306 0.00 0.00 0.00
C -1.43866 6.37983 -1.09291 0.00 -0.01 0.01
C -0.18030 6.15385 -1.63283 0.02 0.02 -0.02
C 0.34664 4.86982 -1.64944 0.00 0.00 0.00
C -0.38667 3.81106 -1.13182 0.04 -0.03 -0.01
H -2.21753 3.20969 -0.19254 0.01 0.00 0.02
H -3.15129 5.49820 -0.14972 -0.01 0.00 -0.01
H -1.84807 7.38156 -1.07704 0.00 0.01 0.00
H 0.39000 6.97902 -2.04009 -0.01 0.02 0.01
H 1.33043 4.69403 -2.06745 -0.01 0.00 -0.03
H 0.02412 2.80898 -1.14262 -0.01 0.00 0.03
C -6.64473 -5.57488 3.03380 0.00 0.02 0.00
C -6.17688 -5.57568 1.72671 0.00 -0.01 0.02
C -5.32332 -4.57022 1.29519 0.02 0.04 0.01
C -4.93974 -3.56340 2.17129 0.00 -0.02 -0.01
C -5.41100 -3.55912 3.47669 0.06 0.01 0.04
C -6.26367 -4.56570 3.90814 -0.01 -0.02 -0.01
H -7.30707 -6.36132 3.37174 -0.01 0.00 0.00
H -6.47719 -6.35971 1.04362 0.01 0.00 -0.01
H -4.95724 -4.56851 0.27763 -0.04 -0.04 0.00
H -4.27244 -2.77804 1.83507 -0.01 0.02 0.00
H -5.11599 -2.77039 4.15699 0.00 0.00 0.01
H -6.63186 -4.56307 4.92604 0.00 0.00 0.01
C -6.30719 0.19794 3.63955 0.02 0.00 0.01
C -7.31606 -0.63960 4.09425 -0.04 -0.02 -0.02
C -8.13505 -0.23576 5.13937 0.01 0.02 0.01
C -7.94265 1.00487 5.73175 0.01 -0.01 0.00
C -6.92943 1.83960 5.28107 0.00 0.01 0.00
C -6.11188 1.43682 4.23423 0.01 0.00 -0.01
H -5.67255 -0.11640 2.82001 0.00 -0.01 0.00
H -7.46360 -1.60738 3.63289 -0.01 0.00 -0.01
H -8.92312 -0.88824 5.49266 -0.01 0.00 0.00
H -8.58224 1.32112 6.54561 0.00 0.00 0.01
H -6.77679 2.80502 5.74586 0.00 0.01 0.00
H -5.32282 2.08870 3.88177 0.00 0.01 0.00
C 8.18729 -0.73044 -2.27484 -0.01 -0.01 -0.02
C 8.60676 -2.02393 -2.55332 0.00 -0.02 0.01
C 9.95185 -2.35223 -2.45771 0.01 0.00 0.00
C 10.87758 -1.38657 -2.08697 0.00 0.00 -0.01
C 10.45879 -0.09171 -1.81460 0.01 0.01 0.01
C 9.11334 0.23607 -1.90773 -0.01 0.00 0.01
H 7.13792 -0.47556 -2.34571 0.00 0.01 -0.03
H 7.88465 -2.77624 -2.84375 -0.01 0.00 0.01
H 10.27897 -3.36140 -2.67202 0.00 -0.01 0.00
H 11.92627 -1.64340 -2.01055 0.01 0.00 0.00
H 11.18134 0.66232 -1.52990 0.00 0.00 0.01
H 8.78581 1.24619 -1.69502 0.00 0.01 -0.01
C 3.36725 9.35212 -0.69184 -0.01 0.01 0.01
C 2.99172 8.43097 -1.65948 0.00 -0.03 0.00
C 2.75935 8.84753 -2.96297 -0.01 -0.01 0.00
C 2.89973 10.18698 -3.29851 -0.01 0.00 0.00
C 3.26968 11.10918 -2.32970 0.00 0.01 0.00
C 3.50438 10.69186 -1.02687 0.00 0.00 0.00
H 3.55242 9.02590 0.32337 -0.01 0.00 0.01
H 2.87978 7.38645 -1.39681 0.01 0.00 0.01
H 2.46878 8.12806 -3.71829 0.00 0.00 -0.01
H 2.72080 10.51193 -4.31525 -0.01 0.00 0.00
H 3.37542 12.15433 -2.59018 0.01 0.00 0.00
H 3.79408 11.41127 -0.27197 0.00 0.00 0.00
```
Positions in Å, forces in eV/Å.

Calculated values
HOMO level in eV: -9.26
Kohn-Sham gap in Ha: 0.34635
Total energy in a.u.: -2329.57362
SMILES: C#CCCC[C@@H]1OC(=O)O[C@@H]1OC#N.c1ccccc1.c1ccccc1.c1ccccc1.c1ccccc1.c1ccccc1.c1ccccc1.c1ccccc1